[1]
Here is a 10-piece molecular cluster, C61H68N5S overall from the OMol25 dataset. Energies are from ωB97M-V/def2-TZVPD.

ORCA input file:
```
! RIJCOSX wB97M-V def2-TZVPD def2/J DEFGRID3
* xyz 1 1
S -1.849 0.800 -2.485
N 0.717 -0.131 1.134
N -0.665 1.332 -0.136
N -3.043 -0.041 1.465
N 1.720 -1.130 -0.552
N 0.828 -0.235 -1.077
C 4.861 -4.151 5.564
C -0.414 3.796 -8.604
C 6.210 3.142 -1.684
C 5.725 -6.622 6.489
C 5.246 -0.354 4.303
C 6.349 -1.189 4.407
C -0.909 1.317 -7.463
C 4.899 -1.115 2.054
C 6.014 -1.938 2.146
C 5.914 2.069 -0.855
C -1.846 1.885 -8.315
C -3.244 2.700 7.196
C 3.578 -1.638 -3.276
C 5.256 3.622 -2.571
C -2.012 0.584 1.824
C -3.357 0.935 5.057
C -1.598 3.126 -8.884
C 2.867 -1.452 8.615
C -9.362 1.886 -0.075
C 4.847 -2.906 -4.866
C -5.698 -1.601 -5.907
C 0.244 0.371 -0.027
C -8.562 2.571 0.829
C 0.863 -1.389 6.691
C 0.275 1.986 -7.182
C -7.871 2.498 -1.859
C -6.392 -1.403 -7.093
C 4.828 -5.257 4.726
C 3.707 1.958 -1.802
C -6.167 -1.036 -4.730
C 3.187 -1.225 7.284
C 6.738 -1.975 3.329
C 0.542 -1.615 8.022
C 4.661 1.474 -0.916
C -3.227 1.420 -4.762
C -7.070 3.183 -0.954
C -7.321 -0.267 -4.738
C 2.462 -3.203 -4.724
C 5.262 -6.493 5.187
C 2.187 -1.194 6.322
C -2.002 1.843 -3.964
C -1.402 1.758 1.069
C 4.799 -1.961 -3.853
C -0.907 1.943 -1.429
C -3.756 3.121 5.977
C -2.847 0.514 6.278
C -8.015 -0.066 -5.924
C 4.002 3.031 -2.631
C 2.411 -2.253 -3.712
C -9.018 1.851 -1.420
C 1.604 -1.033 0.766
C 3.682 -3.527 -5.299
C 1.543 -1.647 8.984
C -2.790 1.397 7.348
C 0.523 3.226 -7.754
C 4.517 -0.317 3.123
C 5.757 -5.517 7.328
C -3.812 2.238 4.907
C 5.328 -4.280 6.865
C -7.550 -0.636 -7.101
C -7.417 3.221 0.389
H 0.082 -1.368 5.941
H -7.674 0.171 -3.812
H 5.349 -3.419 7.521
H -3.414 0.243 4.227
H 7.186 3.606 -1.638
H 1.450 3.745 -7.544
H -3.072 0.457 -5.249
H -0.747 2.344 1.717
H 4.330 -1.083 1.133
H 3.647 -1.479 9.365
H 6.309 -2.557 1.309
H -2.494 -0.503 6.397
H 5.490 4.459 -3.216
H 6.656 1.695 -0.161
H 1.555 -3.684 -5.066
H -4.105 1.337 -4.122
H -6.180 3.694 -1.300
H 2.726 1.499 -1.849
H -2.326 3.571 -9.551
H -2.393 1.070 8.300
H 1.011 1.536 -6.526
H 4.220 -1.077 6.993
H -3.203 3.387 8.031
H 4.944 0.262 5.140
H 4.517 -3.189 5.206
H -1.100 0.347 -7.019
H 5.236 -7.355 4.534
H 2.194 -1.615 1.458
H -4.797 -2.202 -5.901
H -1.504 0.275 2.734
H -9.646 1.321 -2.124
H 1.445 -1.999 -3.283
H -8.834 2.601 1.876
H 6.116 -5.619 8.344
H 4.440 0.634 -0.269
H -0.220 4.761 -9.054
H -2.767 1.361 -8.535
H 3.652 0.332 3.042
H -10.256 1.382 0.268
H -1.462 2.865 -1.270
H 5.795 -3.160 -5.322
H 2.309 -1.725 -1.125
H 3.725 -4.265 -6.089
H -6.033 -1.849 -8.012
H -3.446 0.327 0.599
H -6.799 3.763 1.095
H 3.259 3.407 -3.323
H -4.116 4.135 5.863
H -2.086 2.883 -3.645
H -0.490 -1.771 8.312
H -8.916 0.533 -5.931
H -8.092 -0.486 -8.025
H -1.100 1.760 -4.570
H 5.704 -1.474 -3.514
H 6.904 -1.238 5.336
H 2.444 -1.022 5.284
H -7.601 2.473 -2.907
H 0.043 2.210 -1.902
H 0.630 -0.168 -2.068
H -5.633 -1.190 -3.799
H 3.558 -0.873 -2.507
H 4.463 -5.156 3.711
H 6.060 -7.586 6.851
H 7.593 -2.631 3.420
H -4.222 2.561 3.957
H -2.208 2.403 0.722
H 1.291 -1.825 10.021
H -3.436 2.158 -5.536
*
```

The LUMO energy is -2.57 eV. For the gap between HOMO and LUMO, the calculation gives 8.095 eV. The value obtained for the relative energy (zero: lowest compared OMol25 entry of this formula, charge and spin) is 0.0 kcal per mole. Its largest force on an atom is 0.4 eV/A.


[2]
Here is C61H71As4InNOP2SbSe4 as an isolated structure from the OMol25 dataset. Energies are from ωB97M-V/def2-TZVPD.

ORCA input file:
```
! RIJCOSX wB97M-V def2-TZVPD def2/J DEFGRID3
* xyz 2 1
Sb -1.577 -4.315 -4.822
In -0.414 0.238 -0.812
Se -3.564 -4.383 -3.281
Se -1.886 -6.062 -3.027
Se -1.538 -1.604 -2.177
Se -0.015 -2.618 -3.639
As 1.750 0.437 -2.890
As -1.136 2.487 -2.916
As 1.710 0.954 -8.132
As 2.157 -1.110 1.555
P -1.397 1.947 1.093
P -1.796 -1.631 0.923
O 0.992 -0.078 0.820
N -2.425 0.060 3.014
C 4.362 0.639 0.985
C -1.222 0.326 5.143
C 1.077 2.780 2.069
C 2.587 0.394 3.909
C -1.879 4.691 0.789
C -0.947 -3.236 0.996
C 2.134 -0.845 3.459
C -0.547 2.683 -4.785
C -2.946 1.820 -3.219
C 2.860 1.693 -1.901
C -0.633 -5.615 0.510
C -5.489 -3.273 1.549
C -2.763 0.999 1.982
C 4.851 -1.727 0.914
C 0.315 -3.274 1.797
C 1.831 -1.534 5.751
C 6.188 -1.439 0.684
C -4.465 4.343 -0.169
C 1.746 -3.027 -0.401
C 5.701 0.920 0.758
C -6.266 -2.682 0.561
C -5.701 -1.764 -0.312
C -2.676 5.794 0.518
C 0.290 -0.311 -8.616
C 2.790 -0.306 -7.080
C -0.283 2.653 2.324
C 6.610 -0.119 0.609
C -1.581 -1.058 2.671
C 3.155 -0.839 -3.314
C 3.226 -4.988 -0.290
C 0.745 2.062 -6.793
C -1.558 4.362 -2.661
C -3.385 1.715 6.187
C -3.441 1.217 4.895
C -1.184 0.809 6.446
C 0.378 -5.774 1.363
C 1.889 3.467 2.963
C -4.146 -2.953 1.658
C 0.373 1.609 -5.366
C -3.563 -2.039 0.780
C -1.347 -4.334 0.354
C -2.377 3.401 0.600
C 2.255 -0.288 6.187
C -2.349 0.537 4.356
C 2.438 -3.986 -1.015
C 1.686 -2.919 1.096
C 2.637 0.675 5.265
C -0.010 3.867 4.387
C 1.349 3.999 4.124
C -3.968 5.622 0.042
C -2.254 1.514 6.970
C 1.772 -1.818 4.394
C 0.904 -4.647 2.196
C -4.355 -1.445 -0.200
C -0.384 0.293 -5.407
C 1.654 1.556 -4.516
C -0.827 3.211 3.484
C 2.345 -4.127 1.849
C 3.939 -0.684 1.053
C -3.675 3.237 0.112
C 3.218 -5.030 1.037
H 2.945 3.591 2.753
H -2.286 6.790 0.682
H -6.306 -1.298 -1.080
H 6.036 1.947 0.700
H -1.211 0.344 -6.120
H 3.969 -0.321 -3.819
H 3.273 1.181 -1.043
H -4.342 1.340 4.307
H -3.924 -0.728 -0.893
H 3.814 -5.760 1.572
H 1.982 4.533 4.821
H -3.311 0.495 1.185
H -0.356 -0.188 4.747
H 3.827 -5.686 -0.860
H 1.470 -2.811 4.100
H -0.517 -0.797 2.739
H -0.436 4.288 5.289
H 0.162 -2.661 2.677
H -1.466 2.752 -5.371
H -4.591 6.484 -0.159
H -2.052 4.719 -3.564
H 2.991 1.642 5.600
H -5.474 4.205 -0.538
H 2.260 2.541 -1.567
H 2.880 -3.841 2.756
H 6.901 -2.246 0.571
H -7.315 -2.937 0.474
H 3.660 0.191 -6.652
H -0.607 0.242 -8.895
H -0.806 0.040 -4.431
H -0.171 2.327 -7.330
H -3.433 2.435 -3.977
H 0.799 -4.891 3.257
H 0.049 -1.014 -7.820
H -2.237 -4.323 -0.266
H -4.094 2.247 -0.031
H 2.903 1.150 3.206
H 0.626 -0.868 -9.490
H 4.526 -2.761 0.960
H 1.889 2.561 -4.160
H -0.648 4.937 -2.497
H 7.656 0.102 0.438
H -0.879 4.839 1.176
H 2.234 -0.822 -6.296
H -1.001 -6.460 -0.056
H 2.305 -0.073 7.247
H -3.518 1.883 -2.295
H -1.889 3.142 3.685
H -0.059 3.660 -4.821
H 0.829 -6.750 1.498
H -4.240 2.240 6.594
H -2.912 0.783 -3.548
H -5.932 -3.985 2.234
H 1.325 2.988 -6.729
H -3.545 -3.426 2.428
H 3.154 -1.049 -7.790
H 1.548 -2.295 6.467
H -0.300 0.636 7.049
H -2.218 4.487 -1.812
H 3.675 2.059 -2.526
H 0.258 -0.534 -5.701
H -1.770 -1.880 3.368
H -2.218 1.893 7.984
H 2.445 -4.015 -2.096
H 3.653 1.448 1.109
H 3.516 -1.269 -2.378
H 1.492 2.355 1.163
H 2.501 1.225 -5.114
H -3.425 1.760 2.387
H 2.775 -1.638 -3.945
H 1.222 -2.289 -0.995
*
```

The LUMO energy is -5.39 eV. For the gap between HOMO and LUMO, the calculation gives 6.285 eV. Its largest force on an atom is 0.8 eV/A.


[3]
Here is a 12-piece molecular cluster, C62H113F6N20O2P overall in a non-equilibrium geometry from the OMol25 dataset. Energies are from ωB97M-V/def2-TZVPD.

ORCA input file:
```
! RIJCOSX wB97M-V def2-TZVPD def2/J DEFGRID3
* xyz 8 1
P -7.294 3.550 2.270
F -7.206 3.867 0.704
F -5.934 2.621 2.337
F -7.973 2.101 1.991
F -7.343 3.271 3.847
F -8.669 4.418 2.500
F -6.340 4.850 2.440
O -0.797 -0.959 0.478
O 0.413 0.612 1.303
N -1.928 9.824 -0.088
N -4.253 1.177 -11.477
N -4.006 -0.120 -9.692
N 3.345 -5.682 -5.099
N -3.008 4.801 8.918
N -2.245 -1.499 8.429
N -0.381 11.456 -0.205
N 4.402 -2.393 4.385
N -6.459 -3.742 -1.704
N 4.641 7.268 -2.783
N 4.985 -7.115 -4.996
N 6.682 8.192 -2.372
N 4.319 -4.482 3.812
N 0.484 -11.807 0.108
N 7.595 3.638 0.951
N -3.526 -1.513 6.589
N -7.616 -5.679 -1.828
N -2.107 4.198 6.951
N 6.760 1.839 -0.148
N -0.498 -9.828 0.755
C -4.050 1.842 -12.743
C 5.686 2.564 0.353
C 7.907 2.530 0.168
C -8.584 -6.756 -1.566
C -6.646 -5.641 -2.824
C -0.979 -7.576 -0.305
C 8.520 4.548 1.520
C 0.227 -10.350 1.769
C -3.407 -0.797 8.707
C 6.197 3.683 1.045
C 6.680 0.603 -1.022
C -4.263 -0.858 7.602
C 5.679 -2.935 4.637
C -1.989 10.432 -1.329
C 0.786 12.261 0.000
C 2.675 5.720 -2.906
C -2.623 8.571 0.450
C 3.603 -3.362 3.856
C 4.001 -1.050 4.742
C -1.248 -8.582 0.813
C -0.939 10.500 0.603
C -5.964 -2.373 -1.339
C -1.250 -1.814 9.481
C 0.916 -11.526 1.427
C 4.694 -5.834 -5.463
C -6.473 -1.259 -2.271
C -3.381 0.259 -10.863
C -0.981 11.393 -1.465
C 1.926 -3.948 -4.022
C -0.374 0.179 0.451
C 5.299 8.340 -2.177
C -0.367 4.925 5.205
C 6.869 7.077 -3.181
C 4.724 -6.572 2.666
C -3.097 4.920 7.561
C 5.639 6.486 -3.390
C -0.398 -10.775 -0.218
C -1.293 3.716 7.961
C 6.274 -7.724 -5.251
C -0.798 1.073 -0.701
C -2.444 7.387 -0.605
C 0.773 -12.980 -0.662
C -2.345 -1.966 7.173
C 2.779 -6.906 -4.759
C 6.760 -0.693 -0.257
C -4.345 -3.114 4.879
C -1.750 4.175 5.544
C -5.292 0.409 -9.606
C -7.444 -4.529 -1.079
C -3.896 5.394 9.881
C -1.816 4.096 9.178
C 3.168 7.135 -2.982
C -2.751 -0.054 -7.526
C -5.964 -4.433 -2.746
C 7.683 9.116 -1.820
C 5.619 -4.292 4.315
C -3.401 -0.916 -8.736
C -5.473 1.203 -10.737
C 3.866 -7.762 -4.638
C 3.731 -5.793 3.503
C 2.657 -4.422 -5.276
C -4.002 -1.697 5.197
H 2.538 -3.272 3.699
H -4.876 -1.123 4.890
H -2.385 0.048 -11.223
H 4.390 -0.436 3.929
H -4.885 -2.468 -1.216
H 3.413 -3.678 -5.525
H -4.040 4.707 10.715
H -1.483 -1.524 10.506
H 6.444 -2.299 5.056
H -2.568 4.637 4.992
H 0.080 -7.409 -0.500
H 5.804 0.796 -1.640
H 0.381 4.693 5.963
H 1.421 -12.554 -1.428
H -4.095 -1.710 -8.460
H -3.771 2.858 -12.463
H 9.356 3.982 1.933
H -1.512 3.963 10.205
H -2.026 0.683 -7.869
H -2.866 7.551 -1.597
H 1.825 -2.889 -3.786
H -4.309 -3.300 3.806
H 2.406 -4.167 -3.068
H 2.840 5.524 -1.847
H -6.312 -2.148 -0.331
H 5.280 -5.050 -5.920
H 0.910 -4.340 -4.065
H -0.907 -7.920 1.609
H 1.635 5.582 -3.201
H 7.699 9.999 -2.458
H 3.307 4.991 -3.412
H 6.427 -7.847 -6.324
H 7.570 9.354 -0.762
H 2.596 7.662 -2.218
H -3.404 6.279 10.284
H 5.566 -7.027 3.189
H -3.343 1.376 -13.429
H -3.742 -3.862 5.394
H -5.242 -3.920 -3.364
H 1.368 -13.759 -0.184
H 1.936 -4.636 -6.065
H -6.303 1.771 -11.131
H -0.685 10.153 1.594
H 7.463 0.597 -1.780
H 4.662 2.377 0.063
H 8.016 5.079 2.328
H 3.836 -8.787 -4.298
H -5.380 -3.405 5.058
H -5.226 -0.399 7.432
H -4.958 1.841 -13.346
H 1.055 12.709 -0.957
H -1.227 -6.552 -0.026
H 2.905 7.619 -3.922
H -2.968 6.463 -0.360
H -4.852 5.631 9.415
H -2.724 9.964 -1.966
H -8.013 -4.282 -0.195
H -3.510 -0.337 9.679
H -2.660 -1.479 -9.303
H 7.706 -0.837 0.266
H -2.296 -8.748 1.058
H -1.463 -7.848 -1.243
H 0.695 13.057 0.739
H -8.401 -7.769 -1.923
H 0.020 4.619 4.233
H -3.811 5.495 6.990
H 7.148 -7.217 -4.841
H -3.548 0.397 -6.934
H -5.950 0.158 -8.788
H -0.411 3.125 7.759
H -0.114 -13.406 -1.130
H -6.602 -6.389 -3.601
H 5.064 -6.018 1.791
H 4.750 9.161 -1.738
H -9.582 -6.537 -1.946
H -6.037 -0.317 -1.936
H 0.233 -9.720 2.646
H -1.828 1.371 -0.511
H 6.274 -5.146 4.396
H -8.651 -6.877 -0.485
H -2.245 8.282 1.431
H 7.875 6.856 -3.506
H 2.925 -0.922 4.856
H 1.621 11.632 0.310
H -1.759 3.156 5.158
H 5.794 4.466 1.671
H -3.683 8.811 0.532
H 3.483 -6.301 4.435
H -3.268 -1.348 4.472
H 4.435 -0.636 5.652
H -1.392 7.124 -0.713
H 8.651 8.618 -1.880
H -1.016 -10.718 -1.102
H -0.275 2.008 -0.901
H -0.640 0.659 -1.697
H 6.088 -0.849 0.587
H 8.825 2.157 -0.262
H 6.603 -1.598 -0.844
H -6.220 -1.385 -3.323
H 8.814 5.244 0.735
H -1.202 -2.900 9.561
H -0.317 -1.292 9.268
H -0.476 6.003 5.087
H 1.512 -12.263 1.944
H -2.227 -0.673 -6.798
H -7.560 -1.258 -2.178
H -1.626 -2.621 6.704
H 4.266 -7.471 2.254
H 1.717 -6.951 -4.565
H 6.273 -8.740 -4.856
H -0.665 11.915 -2.355
H 5.386 5.625 -3.992
H 2.905 -5.604 2.817
*
```

The LUMO energy is -11.84 eV. For the gap between HOMO and LUMO, the calculation gives 5.510 eV. The value obtained for the relative energy (zero: lowest compared OMol25 entry of this formula, charge and spin) is 0.0 kcal per mole. Its largest force on an atom is 5.4 eV/A.


| no. | highest occupied orbital energy (eV) |
| --- | --- |
| 1 | -10.666 |
| 2 | -11.672 |
| 3 | -17.349 |